47
Properties=species:S:1:pos:R:3:nbo_charge:R:1 method="wB97M-V/def2-TZVPD" e_homo_ev="0.7858 / 0.7907" e_lumo_ev="4.9 / 4.9" spin_multiplicity=2 charge=-3
Zn 5.71 -18.95 5.47 0.92
Zn 0.54 -17.75 5.85 1.75
S 2.70 -20.03 5.87 2.71
O 1.51 -19.32 5.41 -1.16
O 2.79 -21.36 5.23 -1.07
O 3.79 -19.15 5.50 -1.16
O 2.66 -20.23 7.28 -1.10
S 5.99 -17.05 2.85 2.58
O 7.01 -17.80 2.06 -1.10
O 6.63 -15.90 3.51 -1.10
O 4.91 -16.51 2.00 -1.03
O 5.44 -18.04 3.83 -1.28
S 0.49 -17.47 2.54 2.60
O -0.93 -17.88 2.41 -1.13
O 0.63 -16.97 3.91 -1.24
O 1.46 -18.50 2.28 -0.99
O 0.68 -16.21 1.71 -1.08
O 0.47 -22.08 8.44 -0.98
H 0.26 -22.86 7.93 0.48
H 1.12 -21.62 7.91 0.49
O -0.58 -21.15 4.71 -0.98
H 0.09 -21.55 4.14 0.47
H -0.09 -20.53 5.25 0.48
O 1.26 -23.21 5.99 -1.00
H 1.82 -22.45 5.83 0.49
H 1.23 -23.67 5.16 0.45
O 3.93 -19.79 1.91 -0.94
H 4.23 -19.13 2.54 0.49
H 4.73 -20.22 1.61 0.44
O 2.31 -16.90 6.25 -1.02
H 2.60 -16.00 6.41 0.51
H 3.07 -17.34 5.86 0.55
O 4.52 -22.96 3.73 -0.95
H 3.90 -22.40 4.19 0.50
H 4.43 -23.81 4.15 0.44
O -1.26 -18.51 4.97 -1.03
H -2.15 -18.66 5.28 0.47
H -1.34 -18.38 4.03 0.55
O 1.70 -21.28 2.92 -0.90
H 1.47 -22.19 3.08 0.41
H 2.21 -21.02 3.69 0.48
O 2.49 -18.46 9.31 -0.97
H 3.22 -17.85 9.23 0.45
H 2.45 -18.90 8.46 0.50
O 4.49 -21.81 8.49 -0.98
H 3.97 -21.15 8.04 0.50
H 4.13 -22.65 8.20 0.46

33
Properties=species:S:1:pos:R:3:lowdin_charge:R:1 method="wB97M-V/def2-TZVPD" e_homo_ev=-18.7912 e_lumo_ev=-13.4 e_above_lowest_kj_mol=56.5 charge=+3
Hf -1.71 1.58 -0.98 2.09
O -0.25 0.53 -0.25 -0.26
H 0.19 -0.31 -0.04 0.04
O -3.06 -0.01 -0.89 -0.06
H -2.99 -0.98 -0.83 0.16
H -4.04 0.12 -0.82 0.17
O 3.30 -1.30 -0.61 -0.02
H 3.75 -0.47 -0.77 0.04
H 2.60 -1.35 -1.24 -0.04
O 2.47 1.65 -0.43 -0.03
H 2.99 1.59 0.39 0.06
H 1.83 0.96 -0.30 -0.04
O 1.31 0.30 2.40 -0.02
H 0.98 0.38 3.30 0.08
H 2.23 0.20 2.54 0.05
O -1.35 -0.87 2.02 -0.04
H -0.45 -0.71 1.85 -0.04
H -1.42 -1.67 2.60 0.13
O -1.04 -0.10 -2.74 -0.11
H -1.53 -0.42 -3.51 0.12
H -0.26 -0.72 -2.54 0.04
O -0.54 3.08 -0.04 -0.08
H -0.02 3.00 0.79 0.15
H -0.29 3.98 -0.36 0.17
O 1.05 -1.63 -2.19 0.00
H 1.18 -2.50 -2.64 0.15
H 0.73 -1.82 -1.34 -0.02
O -2.37 1.65 1.11 -0.03
H -2.56 2.41 1.62 0.11
H -2.03 0.92 1.65 0.08
O 0.56 -2.41 0.42 0.01
H 1.09 -2.63 1.18 0.10
H -0.35 -2.44 0.67 0.03

32
Properties=species:S:1:pos:R:3:nbo_charge:R:1 method="wB97M-V/def2-TZVPD" e_homo_ev=-6.3731 e_lumo_ev=2.9 e_above_lowest_kj_mol=404.5 charge=-1
O 2.80 2.61 1.56 -0.96
H 2.07 2.47 0.87 0.50
H 2.95 3.54 1.56 0.45
O 1.04 -0.75 0.89 -1.07
H 1.44 0.02 0.31 0.50
H 1.78 2.24 -1.86 0.47
O 1.08 -3.30 1.61 -0.96
H 0.94 -2.06 -1.19 0.50
H 0.07 -0.27 2.66 0.48
O -0.59 0.84 -1.84 -0.94
H -1.41 0.98 -1.17 0.55
H -2.03 -0.44 -0.31 0.47
O -2.93 -2.02 2.02 -0.98
H -0.76 3.86 -3.12 0.46
H -0.46 0.02 -2.03 0.49
O 0.79 0.19 3.10 -0.96
H 1.59 0.01 2.68 0.49
H 0.65 1.10 -1.40 0.49
O 1.61 1.61 -1.18 -1.08
H 0.37 -3.15 2.15 0.46
O 0.96 -2.32 -2.12 -0.97
H 1.29 -2.54 1.13 0.49
H 0.29 -2.02 -2.63 0.46
O -1.00 -1.24 -0.61 -1.20
H -1.16 -1.98 0.08 0.43
H 0.17 -0.84 0.38 0.50
O 0.04 3.43 -2.96 -0.96
H -3.47 -1.52 2.65 0.48
H -0.21 2.46 -3.14 0.49
O -2.64 0.24 -0.09 -1.00
H -2.56 -1.53 1.23 0.49
H -2.74 0.36 0.76 0.45

32
Properties=species:S:1:pos:R:3:nbo_charge:R:1 method="wB97M-V/def2-TZVPD" e_homo_ev=-6.5075 e_lumo_ev=2.7 e_above_lowest_kj_mol=380.5 charge=-1
O -2.92 2.75 -0.71 -1.00
H -2.27 2.08 -0.26 0.52
H -3.72 2.34 -1.21 0.47
O 3.05 0.02 0.13 -1.03
H 2.98 -0.63 0.94 0.45
H 2.33 0.69 0.08 0.51
O -0.99 0.50 1.04 -1.15
H -2.67 1.48 2.11 0.47
H 0.61 -1.01 0.11 0.50
O 3.11 -1.42 -2.42 -0.96
H 2.27 -0.95 -2.43 0.47
H 3.77 -0.84 -1.99 0.49
O 0.73 -1.34 3.22 -0.95
H 1.42 -1.62 2.60 0.45
H 0.55 -0.37 2.85 0.50
O -0.03 -1.71 0.60 -0.95
H 0.58 -2.31 0.90 0.45
H -1.97 -0.62 2.37 0.49
O -2.57 -1.27 2.03 -0.97
H -2.24 -2.14 2.33 0.46
O -2.28 1.77 2.89 -0.96
H -1.32 -0.23 0.48 0.49
H -1.39 1.43 2.78 0.48
O 0.89 1.17 -0.40 -1.17
H 0.99 2.01 -0.59 0.44
H -0.13 0.92 0.38 0.50
O -0.71 -2.97 -2.70 -0.94
H -0.15 -2.63 -1.96 0.48
H -0.59 -2.24 -3.29 0.46
O 1.11 2.73 -3.61 -0.95
H 0.19 2.59 -3.26 0.47
H 1.39 1.82 -3.02 0.47

| no. | strongest force on any atom (eV/Å) | electronic energy (Eh) |
| --- | --- | --- |
| 1 | 6.123 | -6420.50972 |
| 2 | 6.809 | -887.21662 |
| 3 | 10.215 | -840.19027 |
| 4 | 7.108 | -840.19941 |